The following is a DFT calculation (ωB97M-V/def2-TZVPD) of 7 unconnected molecules or ions with the total composition H14O7.

```
21
Properties=species:S:1:pos:R:3:forces:R:3:mulliken_charge:R:1
O -1.701 0.258 0.363 2.7 -0.7 -0.5 -0.5464
H -2.110 -0.361 0.954 -0.6 -0.3 0.8 0.3277
H -0.772 -0.160 0.383 -2.0 1.2 -0.4 0.2866
O 2.731 -3.501 -0.057 -1.9 2.3 0.3 -0.6047
H 2.291 -2.636 -0.337 0.0 -1.8 0.9 0.2935
H 3.434 -3.406 -0.661 1.9 -0.6 -1.0 0.2985
O -1.883 3.159 1.317 0.6 -0.7 -0.4 -0.6167
H -1.219 2.519 0.979 -0.8 0.6 0.3 0.3316
H -1.428 3.570 2.051 0.1 0.3 0.3 0.2672
O -0.990 2.189 -1.401 1.6 0.5 -1.5 -0.5062
H -1.704 2.066 -0.826 -1.9 -0.4 1.1 0.2638
H -1.341 2.097 -2.286 -0.2 0.0 -0.2 0.2452
O 1.282 2.172 -0.230 -2.5 -1.8 1.1 -0.5649
H 0.598 1.677 0.352 1.4 1.2 -2.0 0.2305
H 1.908 2.342 0.440 1.8 0.6 1.1 0.2977
O -1.138 -1.540 2.351 -1.6 -1.0 0.5 -0.7099
H -1.943 -2.122 2.559 2.1 0.9 -0.6 0.3451
H -0.461 -2.063 1.896 -0.5 -0.3 0.3 0.3465
O 1.434 -2.389 -2.407 -2.7 -0.3 0.3 -0.6255
H 0.743 -1.816 -2.811 1.0 -0.5 0.4 0.3222
H 2.270 -2.056 -2.630 1.6 1.0 -0.8 0.3182
```
Positions in Å, forces in eV/Å.

Computed properties:
2S+1 = 1
largest force on an atom = 3.3 eV/A
SMILES = O.O.O.O.O.O.O
total energy = -14558.4722 eV
HOMO energy = -10.76 eV
HOMO-LUMO gap = 10.75 eV
molecular weight = 126.105 g/mol
total charge = 0
relative energy (zero: lowest compared OMol25 entry of this formula, charge and spin) = 288.4 kJ/mol
lowest unoccupied orbital energy = 0.0 eV